(1)
The following is a quantum chemistry calculation of the molecule C7H8N4O in a non-equilibrium geometry, from the Open Molecules 2025 dataset.

Structure (XYZ):
```
20
Properties=species:S:1:pos:R:3:forces:R:3:mulliken_charge:R:1
C 0.802 0.661 0.060 -2.0 -1.1 -0.1 1.14
N -3.103 -0.907 -0.369 -0.6 1.3 0.2 -0.45
H 0.980 -2.618 -0.246 -0.8 -3.0 -0.3 0.53
H -3.805 0.514 0.942 -1.1 -1.2 -1.8 0.27
N -4.137 -0.227 0.227 -0.9 1.1 0.3 -0.34
H 3.503 -2.189 -0.253 -0.4 0.4 -0.8 0.31
H -2.005 0.311 0.732 0.1 0.3 -0.4 0.25
H 2.412 1.999 0.518 0.1 -1.3 -0.3 0.24
C 2.731 -1.414 -0.363 -1.1 1.5 2.1 -0.78
H 4.046 0.246 0.039 1.0 -0.1 -0.1 0.35
H -4.847 0.072 -0.506 1.4 -0.3 1.5 0.28
N -0.926 -1.111 -0.251 1.0 -1.3 -0.4 -0.94
C 3.035 -0.057 -0.075 1.1 0.4 0.7 -0.29
O -1.115 2.082 -0.618 0.3 -0.9 0.4 -0.53
C -0.039 1.842 -0.097 0.4 1.3 0.3 -0.23
C 1.383 -1.690 -0.230 0.3 1.9 -0.4 -0.20
N -2.006 -0.445 0.029 1.7 -1.1 0.2 0.73
C 2.134 0.944 0.263 0.7 -0.2 -1.0 -0.81
H 0.570 2.683 0.312 -0.4 0.4 -0.2 0.26
C 0.386 -0.695 -0.113 -0.8 1.7 -0.1 0.22
```
Positions in Å, forces in eV/Å.

Results
Calculated total energy, eV: -15391.7809
HOMO level (spin up / spin down), eV: -7.41 / -7.41



(2)
The following is a quantum chemistry calculation of an isolated ion of composition C7H8NO4 and charge +1 in a non-equilibrium geometry, from the Open Molecules 2025 dataset.

Structure (XYZ):
```
20
Properties=species:S:1:pos:R:3:forces:R:3:mulliken_charge:R:1
C -0.646 0.223 0.525 2.1 -0.9 -4.7 -0.27
H 2.978 0.843 1.376 -2.0 -0.6 0.9 0.36
O -3.774 1.127 -0.029 2.9 -3.3 -1.4 -0.39
H 2.653 0.065 -1.145 -1.2 0.0 0.3 0.32
O -3.930 -1.279 -0.724 5.0 8.1 1.3 -0.43
H 1.866 -2.044 2.272 1.0 1.2 0.9 0.34
N 1.617 0.026 -1.034 -4.7 -0.4 -0.1 -0.12
H -3.013 1.780 0.073 -1.2 -1.2 -0.3 0.37
C -3.213 -0.167 -0.535 -3.2 -3.7 -0.5 0.42
C 0.808 -0.314 -2.302 -3.4 0.2 2.4 -0.17
C 1.864 0.672 1.693 -0.1 1.1 -1.0 -0.54
H 1.332 -0.504 -3.350 -0.8 0.5 2.8 0.35
H -1.489 -0.697 -3.214 1.5 0.6 2.1 0.37
C -1.563 -0.148 -0.805 3.1 0.6 0.4 0.30
H 1.423 1.718 2.060 0.9 -2.5 -0.7 0.31
H -1.149 0.442 1.561 1.3 -0.5 -2.2 0.38
O 1.668 -0.271 2.806 -2.7 5.3 -1.4 -0.13
C -0.859 -0.432 -2.262 3.0 1.1 4.1 -0.45
O 2.434 -1.321 2.707 1.8 -5.0 -1.6 -0.34
C 0.994 0.280 0.327 -3.3 -0.6 -1.3 0.31
```
Positions in Å, forces in eV/Å.

Results
Net charge: +1
SMILES string: O=C(O)c1cc[nH+]c(COO)c1
Calculated total energy, eV: -17049.7072
HOMO level, eV: -14.12



(3)
The following is a quantum chemistry calculation of an isolated ion of composition C7H8NOS and charge -1 in a non-equilibrium geometry, from the Open Molecules 2025 dataset.

Structure (XYZ):
```
18
Properties=species:S:1:pos:R:3:forces:R:3:mulliken_charge:R:1
H -1.092 -0.348 -1.395 0.0 -0.1 -0.1 0.37
C -0.649 -0.770 0.724 -0.1 0.9 -1.4 -0.31
C 1.396 1.428 -0.313 0.2 3.0 0.3 0.06
H -3.081 -0.849 0.699 -0.8 -1.1 1.9 0.08
H -1.619 1.233 1.104 1.7 -0.5 -0.3 0.27
H -1.114 -1.321 1.497 -1.0 0.4 1.2 0.46
C -0.786 0.739 0.506 -2.2 -0.1 0.6 -0.27
H 3.071 0.289 -0.910 -0.7 0.5 0.3 0.17
C 1.644 -1.107 -0.260 -0.8 0.0 -1.3 -0.27
S -3.383 -0.251 -0.387 1.0 0.5 -1.1 -0.25
H 2.207 -1.926 -0.801 0.1 1.1 1.1 0.23
H 0.536 -2.645 0.501 -0.9 0.6 -0.4 0.25
C 2.046 0.259 -0.494 1.9 -3.0 -0.6 -0.68
H 2.026 2.365 -0.467 -1.2 -1.2 0.0 0.25
N 0.154 1.721 0.054 0.9 -1.6 0.5 0.59
O -0.303 2.954 0.096 -0.5 1.2 -0.1 -0.88
C -1.524 -0.206 -0.415 0.1 0.5 -0.6 -0.28
C 0.469 -1.564 0.261 2.2 -1.1 0.0 -0.78
```
Positions in Å, forces in eV/Å.

Results
Net charge: -1
SMILES string: [O-]N1C=CC=C[C@@H]2[C@@H](S)[C@@H]21
Calculated total energy, eV: -21757.6357
HOMO level (spin up / spin down), eV: -1.76 / -1.76



(4)
The following is a quantum chemistry calculation of the molecule C7H8O in a non-equilibrium geometry, from the Open Molecules 2025 dataset.

Structure (XYZ):
```
16
Properties=species:S:1:pos:R:3:forces:R:3:mulliken_charge:R:1
H -1.574 1.123 1.221 -0.8 0.2 -0.9 0.21
C 0.164 -0.865 0.369 -2.0 1.4 1.4 0.33
H 2.890 0.024 -1.169 -1.7 -0.8 2.0 0.20
H -1.284 -2.415 -0.256 -0.8 -2.5 -0.6 0.43
H 3.022 -0.112 0.622 -0.8 0.2 -0.1 0.25
H -1.827 1.836 -0.485 0.8 -0.5 0.8 0.34
C 1.257 1.050 -0.165 0.4 3.4 -1.1 -0.39
C -2.117 -0.345 -0.323 3.3 -2.1 0.8 -0.21
C 0.049 0.665 0.144 -0.8 -2.5 -0.9 0.04
C 2.217 -0.088 -0.152 2.7 0.6 -2.2 -0.38
C -1.150 -1.404 -0.249 -1.6 5.6 0.9 -0.75
H -3.228 -0.320 -0.496 1.5 -0.5 0.0 0.36
H 0.111 -0.966 1.508 -0.1 -0.5 -1.0 0.20
O 1.424 -1.256 -0.073 0.2 -0.3 -0.6 -0.39
C -1.420 0.976 0.112 -0.5 0.3 0.4 -0.54
H 1.464 2.098 -0.608 0.1 -1.9 1.0 0.28
```
Positions in Å, forces in eV/Å.

Results
SMILES string: C1=C[C@H]2OCC=C2C1
Calculated total energy, eV: -9433.0345
HOMO level, eV: -8.85



(5)
The following is a quantum chemistry calculation of the molecule C7H8O in a non-equilibrium geometry, from the Open Molecules 2025 dataset.

Structure (XYZ):
```
16
Properties=species:S:1:pos:R:3:forces:R:3:mulliken_charge:R:1
H -0.327 -0.015 -2.647 -5.0 4.3 -3.1 0.55
C 0.667 -1.239 0.447 -0.1 -4.0 1.3 -0.58
H -0.556 2.568 1.094 -0.4 2.0 0.5 0.25
H 0.608 -0.904 2.768 -0.7 0.9 -3.5 0.24
C -0.164 0.685 1.097 0.9 3.0 8.4 0.42
H 0.097 1.956 2.873 0.1 0.4 -1.2 0.30
C -0.145 1.892 1.792 -0.3 -3.9 -1.2 -0.93
C -0.689 0.543 -0.152 -1.3 0.2 -5.7 -0.02
O -1.493 -0.772 -0.415 2.4 3.0 -0.3 -0.49
C 0.230 -0.673 -2.255 6.3 -5.7 2.6 -1.44
C 0.011 -0.616 -0.751 -2.1 -0.1 0.1 1.04
C 0.384 -0.590 1.602 1.2 -0.3 0.5 -0.33
H 0.149 -1.746 -2.657 -0.2 1.7 0.5 0.24
H -0.872 1.595 -0.710 -0.2 -3.0 0.8 0.22
H 0.844 -2.390 0.523 0.4 2.2 -0.7 0.23
H 1.255 -0.295 -2.610 -0.9 -0.8 1.0 0.29
```
Positions in Å, forces in eV/Å.

Results
SMILES string: C=C1C=C[C@@]2(C)O[C@@H]12
Calculated total energy, eV: -9430.9506
HOMO level, eV: -8.71



(6)
The following is a quantum chemistry calculation of the molecule C7H8O in a non-equilibrium geometry, from the Open Molecules 2025 dataset.

Structure (XYZ):
```
16
Properties=species:S:1:pos:R:3:forces:R:3:mulliken_charge:R:1
H 2.495 0.791 -0.069 -0.3 -0.5 1.5 0.28
C -1.314 0.304 -1.357 0.3 -1.6 1.1 -0.53
C 0.448 0.638 0.268 -0.4 -3.0 0.0 -0.09
H 0.881 -0.195 -1.895 -0.5 0.0 0.5 0.46
C 0.130 -0.154 -1.081 0.8 1.0 0.2 -0.21
H 0.400 1.667 0.220 -1.3 2.3 -0.3 0.48
C 1.851 0.447 0.809 1.1 -0.2 0.4 -1.37
H 2.158 -0.566 1.160 -0.4 0.4 -0.8 0.31
C -1.894 0.135 -0.134 0.3 0.5 -1.1 -0.42
C -0.208 -1.342 -0.085 -1.6 1.2 -0.2 0.24
H 2.044 1.069 1.737 -0.3 -0.3 -1.3 0.35
O -0.371 -2.494 -0.025 0.9 -2.4 -0.5 -0.52
H -1.078 -0.420 1.863 0.2 0.0 -0.2 0.46
H -2.936 0.081 0.107 -0.4 0.2 0.0 0.40
H -1.788 0.310 -2.333 0.1 0.3 0.2 0.35
C -0.817 -0.271 0.814 1.4 2.1 0.4 -0.17
```
Positions in Å, forces in eV/Å.

Results
SMILES string: C[C@H]1[C@@H]2C=C[C@H]1C2=O
Calculated total energy, eV: -9433.2808
HOMO level, eV: -9.36



(7)
The following is a quantum chemistry calculation of the molecule C7H8O2 in a non-equilibrium geometry, from the Open Molecules 2025 dataset.

Structure (XYZ):
```
17
Properties=species:S:1:pos:R:3:forces:R:3:mulliken_charge:R:1
H -1.884 -0.104 1.009 0.9 -0.6 1.5 0.19
H 1.465 1.950 1.206 -0.3 0.4 -0.9 0.24
C 1.717 1.115 -0.874 -3.3 -0.6 -0.1 -0.67
C -0.858 -1.594 0.023 1.3 -2.0 -2.1 0.05
H 1.301 1.138 -2.022 2.1 0.4 3.0 0.25
C -1.192 -0.950 1.277 0.9 4.3 -3.9 -0.87
C 0.968 1.924 0.214 -2.6 0.2 -1.0 -0.46
O -0.645 0.415 -1.212 1.6 0.0 1.9 -0.41
H 0.247 2.811 -0.100 1.7 -2.0 1.0 0.22
C -1.322 -0.772 -1.219 0.3 1.1 2.1 0.36
H -0.852 -2.691 0.040 -0.1 0.5 -0.6 0.38
H 2.644 0.882 -0.392 0.9 -0.5 -1.2 0.30
H 1.165 -1.317 1.294 -1.6 0.4 -1.2 0.34
O -2.284 -0.896 -1.915 0.3 -0.9 -0.3 -0.56
C 0.502 0.500 -0.094 -0.6 -1.4 -2.3 0.56
H -1.264 -1.521 2.075 -0.9 -2.4 3.7 0.41
C 0.293 -0.889 0.692 -0.5 2.9 0.4 -0.34
```
Positions in Å, forces in eV/Å.

Results
SMILES string: O=C1OC2(CC2)[C@H]2C[C@@H]12
Calculated total energy, eV: -11479.7321
HOMO level, eV: -9.58



(8)
The following is a quantum chemistry calculation of C7H8O4Pb as an isolated structure in a non-equilibrium geometry, from the Open Molecules 2025 dataset.

Structure (XYZ):
```
20
Properties=species:S:1:pos:R:3:forces:R:3:mulliken_charge:R:1
C 0.612 2.016 -2.480 0.3 10.3 -5.2 0.26
Pb 0.630 0.018 -1.771 -0.4 0.2 6.4 1.10
O 3.272 -1.518 -2.871 -4.3 2.4 2.4 -0.03
C -1.092 -0.711 1.640 0.3 0.3 0.0 -0.44
C 0.015 1.241 0.923 0.8 -1.4 0.0 -0.36
H -1.390 -1.399 2.406 -0.4 -0.2 0.4 0.36
C 0.142 -1.233 0.951 1.0 1.2 0.0 -0.39
H 0.200 0.488 2.889 -0.3 0.2 0.1 0.31
O -2.058 -1.514 -2.866 3.6 2.1 2.2 -0.05
H -1.369 1.295 2.536 -0.5 0.1 0.5 0.40
C 2.335 -0.970 -2.470 9.8 -5.4 -5.5 0.27
O 0.817 0.041 0.492 -0.4 0.3 1.0 -0.44
H -0.758 1.507 0.159 0.4 -0.1 0.3 0.39
H -1.905 -0.548 0.921 0.0 -0.2 0.2 0.17
C -1.118 -0.968 -2.483 -9.1 -5.2 -5.5 0.31
H 0.767 2.032 1.026 -0.4 -0.1 0.2 0.25
H -0.053 -1.944 0.113 0.3 0.5 0.4 0.35
C -0.605 0.646 2.162 0.2 0.1 -0.1 -0.71
H 0.953 -1.581 1.591 -0.7 -0.8 0.2 0.28
O 0.606 3.101 -2.868 -0.1 -4.4 2.2 -0.03
```
Positions in Å, forces in eV/Å.

Results
Net charge: +2
Calculated total energy, eV: -20800.6660
HOMO level (spin up / spin down), eV: -16.39 / -16.39



(9)
The following is a quantum chemistry calculation of the molecule C7H8S in a non-equilibrium geometry, from the Open Molecules 2025 dataset.

Structure (XYZ):
```
16
Properties=species:S:1:pos:R:3:forces:R:3:mulliken_charge:R:1
H -1.017 -1.630 2.241 0.0 0.9 1.0 0.30
H 1.373 -2.587 1.722 0.5 0.4 -0.2 0.37
H -1.272 1.047 -2.455 0.0 -0.3 -2.0 0.48
C -1.120 1.087 -1.428 -0.3 0.4 2.0 -0.70
H -2.403 -0.759 -1.171 0.9 0.7 1.2 0.33
H 2.565 -0.343 1.151 -1.4 0.1 -0.4 0.33
C 0.440 0.324 0.489 -0.5 6.0 1.4 0.64
H -1.750 1.915 -1.075 0.3 0.2 0.0 0.28
H -1.123 -2.445 0.848 0.1 -1.4 -0.7 0.32
C -1.576 -0.153 -0.693 1.8 -1.5 1.1 -0.50
C -0.710 -0.483 0.344 -4.8 -0.8 -3.0 -0.16
S 0.651 1.395 -1.018 -0.5 -1.0 0.4 -0.17
H -0.001 1.102 1.295 1.6 -1.1 -1.0 0.15
C 0.930 -1.690 1.286 -0.6 -3.0 2.1 -0.32
C 1.465 -0.537 1.018 3.4 0.2 -0.2 -0.49
C -0.561 -1.651 1.272 -0.6 0.2 -1.7 -0.87
```
Positions in Å, forces in eV/Å.

Results
SMILES string: C1=C[C@H]2SCC=C2C1
Calculated total energy, eV: -18221.5550
HOMO level, eV: -8.24



(10)
The following is a quantum chemistry calculation of a 2-piece molecular cluster, C7H8S3 overall in a non-equilibrium geometry, from the Open Molecules 2025 dataset.

Structure (XYZ):
```
18
Properties=species:S:1:pos:R:3:forces:R:3:mulliken_charge:R:1
H 1.806 -1.945 -1.414 0.0 -0.1 -0.4 0.12
H -2.121 1.692 1.544 -1.6 2.5 1.9 0.44
S 2.530 -1.833 -0.306 -0.3 -0.3 0.1 -0.05
C -2.619 0.224 0.113 -0.2 0.5 -0.4 -0.49
H 1.656 2.394 -1.148 0.5 -1.3 -0.2 0.10
H -0.244 -1.854 -1.065 0.1 0.0 0.0 0.14
H 3.734 0.038 1.549 0.0 -0.2 -0.5 0.15
S 2.427 0.143 1.802 -0.8 0.0 0.2 -0.22
C 1.664 -0.465 0.296 0.7 2.9 -0.4 0.02
C -1.995 -0.779 -0.590 -0.8 -1.4 -1.1 -0.49
S 2.301 1.198 -1.510 -0.8 0.0 1.4 -0.27
C -0.432 0.884 0.855 1.0 0.2 2.3 -0.19
H -2.611 -1.509 -1.163 0.5 0.7 0.4 0.30
C -0.624 -0.983 -0.551 -0.5 -0.5 -0.1 -0.50
C 0.183 -0.174 0.223 0.9 -0.9 -1.0 1.02
H 0.131 1.359 1.699 -0.5 0.2 -1.2 0.21
H -3.702 0.351 0.093 0.3 -0.1 0.1 0.38
C -1.797 1.082 0.812 1.4 -2.0 -1.0 -0.68
```
Positions in Å, forces in eV/Å.

Results
Calculated total energy, eV: -39892.0765
HOMO level (spin up / spin down), eV: -8.16 / -8.16



(11)
The following is a quantum chemistry calculation of a 2-piece molecular cluster, C7H9BF12OP overall in a non-equilibrium geometry, from the Open Molecules 2025 dataset.

Structure (XYZ):
```
31
Properties=species:S:1:pos:R:3:forces:R:3:mulliken_charge:R:1
C 0.646 1.576 -0.449 -0.9 1.5 1.2 1.30
F 0.295 -4.533 -2.780 0.1 -0.4 -0.1 -0.38
F 3.670 -1.314 1.091 1.6 -1.0 0.6 -0.31
F 0.406 0.379 -0.828 -0.8 -3.5 -0.8 -0.23
H -0.591 2.941 0.667 0.0 0.3 0.6 0.48
H -1.597 1.396 1.775 0.7 0.3 0.5 0.19
H -3.169 1.760 1.226 -0.7 0.5 -0.1 0.43
O -1.791 1.554 -0.263 0.1 0.0 0.0 -0.40
C -2.658 -0.298 1.095 0.8 -0.3 -0.9 -0.89
F 0.830 1.207 1.811 -2.1 -1.3 3.1 -0.29
H 2.536 -1.054 -0.474 -0.2 -0.1 -0.9 0.42
C -0.655 2.358 -0.233 -0.5 -0.3 0.0 -1.31
C 2.609 -0.743 0.546 0.3 0.5 -1.0 0.05
H -3.602 -0.379 1.579 -0.8 -0.2 0.4 0.48
F -0.744 -3.521 -1.005 0.0 -0.1 0.2 -0.41
F 1.853 2.828 0.985 0.8 2.0 0.3 -0.35
H -2.924 -2.480 -0.209 0.4 -0.1 0.3 0.01
C -2.296 1.178 0.999 -0.4 -0.6 0.1 -0.26
P -2.858 -1.130 -0.559 -1.6 0.8 -0.8 -0.03
F 3.525 1.218 -0.256 1.8 1.0 -2.8 -0.30
F 1.119 -2.565 -1.958 0.3 0.3 0.2 -0.35
H -1.640 -1.043 -1.217 0.5 -0.2 0.4 -0.01
H -0.745 3.046 -1.040 0.1 0.6 -0.8 0.44
C 1.508 1.559 0.790 1.2 0.5 -2.3 0.46
H -1.939 -0.820 1.689 0.6 -0.3 0.4 0.37
F 3.452 0.994 1.820 0.8 0.3 2.0 -0.35
F -0.868 -2.589 -3.092 -0.2 0.2 -0.2 -0.41
F 1.330 2.151 -1.414 1.4 1.4 -1.7 -0.36
F 1.553 -1.122 1.213 -1.8 -0.8 1.1 -0.22
C 2.798 0.759 0.700 -1.7 -1.0 0.9 0.68
B -0.054 -3.311 -2.210 0.1 0.0 0.0 0.57
```
Positions in Å, forces in eV/Å.

Results
Net charge: -1
Calculated total energy, eV: -52034.5640
HOMO level, eV: -5.37



(12)
The following is a quantum chemistry calculation of the molecule C7H9BO2 in a non-equilibrium geometry, from the Open Molecules 2025 dataset.

Structure (XYZ):
```
19
Properties=species:S:1:pos:R:3:forces:R:3:mulliken_charge:R:1
H 1.160 -2.355 -0.509 -0.3 -3.1 -1.1 0.57
C 2.589 0.706 0.149 0.2 0.9 -2.9 -0.67
H -3.853 -0.340 -1.229 0.4 -1.1 0.1 0.34
C 2.475 -0.762 -0.287 1.6 0.2 -0.9 -0.23
H -3.971 1.015 -0.536 0.4 1.4 0.8 0.33
O -1.281 1.158 0.106 3.5 -1.8 -0.5 -0.57
O -1.295 -1.175 0.401 1.7 0.3 -1.0 -0.59
C 0.130 -0.768 0.631 -0.3 0.0 -1.5 0.29
C 0.145 0.675 0.257 -0.9 1.7 0.0 0.09
H 0.290 -0.982 1.649 0.2 0.0 1.5 0.26
C 1.258 1.379 -0.045 -2.6 -1.2 0.3 -0.41
H 2.895 0.812 1.123 0.4 -0.2 2.8 0.30
C 1.341 -1.437 -0.135 -0.8 3.1 1.3 -0.70
H -4.194 -0.373 0.451 -0.7 -0.7 1.1 0.35
B -1.975 -0.045 -0.004 -1.5 1.0 1.2 0.75
H 3.404 -1.165 -0.847 -1.9 0.3 1.1 0.28
H 3.427 1.331 -0.318 -1.2 -1.2 -0.2 0.32
C -3.557 0.069 -0.255 1.1 -0.3 -2.1 -1.09
H 1.012 2.259 -0.602 0.7 0.9 0.1 0.40
```
Positions in Å, forces in eV/Å.

Results
SMILES string: CB1OC2=CCC=C[C@@H]2O1
Calculated total energy, eV: -12176.3640
HOMO level, eV: -9.16